95
Properties=species:S:1:pos:R:3:forces:R:3:mulliken_spin:R:1 method="wB97M-V/def2-TZVPD" homo_lumo_gap_ev="5.563 / 5.847" charge=+1 e_tot_ha=-3385.6076 spin_multiplicity=5
Cr -0.7433 -0.2930 -0.2165 0.4289 0.7185 0.3499 2.397
P -3.0196 -0.2325 -0.4840 0.6496 -0.5264 -0.3034 -0.161
P 3.0641 -0.7992 -0.8080 -0.7629 0.5507 -0.3165 0.682
O 0.9079 1.4670 2.2198 -0.6205 0.6542 0.8345 0.045
O -1.1304 -1.1277 2.7079 0.4363 0.4533 -3.2504 -0.003
N 0.3516 0.9963 -0.9924 0.5258 -1.2205 -0.6520 0.042
N 0.7065 3.3996 3.4503 -0.2551 -0.5095 0.1268 0.000
N -0.7819 -1.3625 -1.9290 0.3932 1.1584 -0.3355 0.007
N -0.8421 1.7154 3.7092 0.3452 -0.1538 0.1369 0.000
C 4.3349 0.4137 -3.0533 -0.1748 -0.0370 -0.1643 0.004
C 1.8660 4.0401 2.8827 0.2843 0.1848 -0.2606 0.000
C 0.9556 0.6671 -2.0868 -0.6201 2.2220 0.4265 -0.512
C -4.0857 -1.6310 0.1685 -0.2172 0.3227 0.0023 -0.013
C 4.3219 0.4202 -1.5080 0.1903 -0.0656 0.1092 0.144
C -3.5001 1.5370 -0.1848 -0.7612 -0.0283 0.0163 -0.018
C -3.4177 1.8689 1.3181 0.0058 -0.0135 0.1213 -0.014
C -0.7269 -3.0836 -4.0481 0.6601 -0.2179 0.4614 0.037
C 0.3204 2.1437 3.0789 0.0734 -0.1915 -0.3547 0.001
C -0.9664 -0.9004 1.5559 -0.3543 -0.8024 3.5054 -0.155
C 0.4583 -2.7176 -3.4106 -0.0411 -0.1516 -0.5497 0.072
C -3.2180 -2.9084 0.1818 -0.0088 0.0920 0.0183 0.049
C -1.9073 -1.5260 -2.6647 0.0022 -0.2401 -0.0404 0.028
C 0.4289 -1.6589 -2.4944 -0.0828 0.2517 0.7108 0.034
C 3.9206 1.8310 -1.0434 0.0555 0.1451 0.1015 0.093
C 0.7402 3.8970 -4.0875 -0.0410 -0.4235 0.0660 -0.015
C 0.9091 2.0332 -5.6294 -0.1026 -0.0918 0.1863 -0.011
C 3.3909 -1.3330 0.9555 0.2773 -0.1248 0.2302 0.242
C -2.5322 2.4676 -0.9428 0.0881 -0.0888 0.0227 0.053
C 0.7972 3.4047 -5.3981 0.1389 -0.0534 0.1690 0.022
C -4.9334 1.7447 -0.6872 -0.1941 0.4159 0.0437 -0.002
C -5.3089 -1.8670 -0.7350 -0.1581 -0.1525 0.1750 -0.003
C 0.9721 1.1514 -4.5500 0.1687 0.3894 0.1605 0.044
C 1.5096 -0.6487 -2.2961 0.4702 -2.0683 -1.0239 0.756
C 0.7884 3.0120 -3.0045 0.2361 -0.0537 -0.3764 0.029
C -4.5512 -1.3154 1.5952 -0.1756 -0.1993 0.1403 -0.001
C 2.1101 -1.7846 1.6695 -0.0888 -0.0154 -0.1280 0.012
C -3.0372 -0.5714 -2.3105 -0.6086 -0.0624 -0.1443 0.015
C 3.9636 -0.2006 1.8171 0.1558 0.1698 0.1156 0.023
C 4.3283 -2.5391 0.7532 0.0948 -0.0893 0.2200 0.055
C -1.9116 -2.4210 -3.7289 -0.6229 0.4606 0.3826 0.036
C 0.9811 1.6380 -3.2251 -0.5039 -0.1441 -0.6550 -0.002
C 5.7508 0.0532 -1.0496 0.1187 0.0697 -0.0541 0.018
H 4.8515 0.2855 1.4020 -0.2855 -0.2030 0.2510 0.000
H -5.1128 -2.1856 1.9656 0.1307 0.1879 -0.0248 0.000
H 0.9707 0.0769 -4.7425 0.1561 0.2779 0.0567 0.006
H 0.6661 3.3640 -1.9815 0.1888 -0.0379 -0.1786 0.001
H 0.7449 4.0879 -6.2416 0.0349 -0.0685 0.1613 0.001
H 3.8593 -3.2588 0.0661 0.1654 0.0575 0.2548 -0.017
H 5.2027 1.0026 -3.3950 -0.2594 -0.2307 0.1688 0.000
H -4.0122 -0.9394 -2.6604 0.3812 0.1015 0.0434 0.000
H -2.6169 2.3502 -2.0308 0.0324 0.0813 0.1921 0.000
H 2.2178 -0.7355 -3.1392 -0.5160 -0.0073 0.4048 -0.024
H 6.0111 -0.9797 -1.3263 -0.0302 0.3519 -0.0089 -0.009
H -4.1042 1.2666 1.9239 0.1615 0.1560 -0.1652 -0.001
H -1.4786 2.2964 -0.6689 -0.4474 0.1241 -0.1068 -0.002
H -5.9777 -2.5799 -0.2288 0.1245 0.1944 -0.1537 0.000
H -2.8935 0.4072 -2.8144 0.2876 -0.5837 0.1489 -0.003
H 5.9177 0.1729 0.0258 -0.0257 -0.0648 -0.4142 0.011
H 0.6556 4.9690 -3.9082 -0.0662 -0.2895 -0.0641 0.000
H -0.7099 -3.8498 -4.8199 -0.0239 0.1100 0.1947 0.004
H -2.3392 -2.8001 0.8349 -0.3321 -0.1218 -0.2240 0.001
H -1.0795 2.1983 4.5708 -0.0248 -0.3739 -0.2783 0.000
H 4.2387 -0.6304 2.7946 -0.0774 0.1406 -0.2419 0.003
H -5.6643 1.1515 -0.1191 0.2071 0.1453 -0.1539 0.000
H 1.6591 4.4126 1.8698 0.1069 -0.0822 0.2098 0.000
H 4.4391 -0.6070 -3.4540 0.0247 0.2999 0.0357 -0.003
H 4.6934 2.5417 -1.3767 -0.1855 -0.1485 0.1150 0.008
H 1.5047 -2.4672 1.0648 0.0695 -0.0289 0.0737 0.016
H -5.2331 -0.4564 1.6241 0.1657 -0.1973 -0.0033 0.000
H -5.0259 -2.3192 -1.6951 -0.1362 0.1269 0.2874 0.001
H 4.4877 -3.0359 1.7192 0.0587 0.0393 -0.1620 0.009
H 0.9358 1.6282 -6.6446 -0.0805 0.2529 0.3185 0.000
H 3.1890 0.5633 1.9829 0.2346 -0.2205 -0.0248 -0.004
H 1.4065 -3.1949 -3.6505 -0.1569 0.2415 -0.2386 0.001
H 0.1866 3.8622 4.1840 0.2357 -0.0649 -0.3007 0.000
H -2.4090 1.7509 1.7380 -0.2245 -0.0029 -0.2314 0.008
H -5.8724 -0.9417 -0.9185 0.1063 -0.2926 0.0027 0.000
H -2.8497 -2.6125 -4.2459 0.3251 0.1303 -0.1206 0.003
H -3.7155 -1.1454 2.2864 -0.1810 0.0401 -0.1981 0.002
H -3.8367 -3.7342 0.5672 0.1925 0.2005 -0.1136 0.003
H -0.9713 0.7046 3.7173 0.0513 0.5321 0.0770 0.002
H 3.4425 0.8930 -3.4934 0.4098 -0.2654 0.2378 0.007
H 1.4964 -0.9213 1.9472 0.1848 -0.1550 -0.1543 -0.003
H 3.8126 1.9028 0.0445 0.0866 0.0222 -0.2028 -0.002
H -2.7870 3.5099 -0.6941 -0.0302 -0.3032 -0.0760 0.000
H -5.1941 2.8060 -0.5556 -0.0502 -0.2526 -0.0906 -0.001
H 6.4450 0.7362 -1.5650 -0.1460 -0.2466 0.1640 -0.001
H 2.9672 2.1264 -1.4945 0.2352 0.0040 0.1322 -0.035
H -2.8773 -3.1818 -0.8271 -0.0671 0.0494 0.2671 -0.001
H 2.7061 3.3363 2.8302 -0.2062 0.1797 0.0242 0.000
H -5.0305 1.5057 -1.7556 -0.0096 0.0428 0.2311 0.000
H 2.1455 4.8845 3.5184 -0.0098 -0.1607 -0.1375 0.000
H -3.7038 2.9231 1.4526 0.0677 -0.2366 -0.0747 0.000
H 2.3972 -2.2993 2.6004 -0.0342 0.0763 -0.2995 -0.005
H 5.3016 -2.2561 0.3345 -0.2239 -0.0604 0.1661 -0.009